{
  "formula": "C28H54BCl2IN3O9S",
  "method": "the ωB97M-V functional and the def2-TZVPD basis",
  "e_lumo_ev": 2.06,
  "de_lowest_kcal_mol": 20.47,
  "orbital_gap_ev": 7.260,
  "charge": -1,
  "species": ["H", "C", "Cl", "H", "Cl", "H", "C", "H", "C", "C", "H", "H", "H", "H", "C", "H", "O", "C", "N", "S", "H", "H", "C", "C", "C", "C", "C", "H", "H", "H", "C", "H", "H", "H", "H", "H", "H", "H", "H", "H", "H", "C", "C", "C", "O", "H", "O", "O", "C", "H", "H", "C", "C", "O", "C", "C", "O", "H", "H", "H", "H", "C", "C", "C", "H", "H", "O", "C", "H", "H", "H", "C", "B", "H", "C", "N", "H", "H", "H", "H", "H", "H", "H", "O", "C", "H", "H", "H", "H", "H", "H", "H", "C", "H", "O", "H", "I", "H", "N"],
  "positions_angstrom": [[-6.1360, -1.9887, 4.1394], [1.7338, 2.4803, 3.5470], [-0.3722, -0.2586, 0.0050], [7.2813, 4.5614, 2.1785], [1.9093, -1.7376, 1.2341], [6.5168, 4.8525, -0.7117], [1.5772, -3.8125, -0.4737], [1.8327, 4.8482, 0.0807], [1.7151, 4.5423, 1.1216], [-4.9370, -1.1864, 2.5837], [5.4476, 7.5037, 2.0387], [1.5017, -0.9471, -3.1089], [3.8757, 7.1857, 0.0330], [-3.6275, -1.8045, -3.9561], [6.8412, 5.8926, -0.7007], [-0.2659, -3.2241, -3.8620], [2.3547, 3.2910, 1.2779], [6.2165, 4.3379, 2.0643], [0.9439, 1.4053, 2.9450], [-0.4914, -4.6724, 2.4113], [-1.9043, -1.9872, -4.5043], [1.5620, 0.6367, 2.6978], [-5.2906, -4.1939, 0.9686], [-2.8840, -3.7433, -3.8645], [2.8111, 3.0118, 2.5882], [-2.1813, -1.8852, -2.3257], [-6.3870, -3.1398, 1.1012], [2.2246, -3.7869, -1.3544], [-6.1255, -2.2546, 0.5118], [7.8449, 5.9358, -0.2720], [-3.6966, -4.1564, -5.0479], [1.9384, -1.7794, -5.2233], [-4.4764, -4.0931, 1.6892], [0.8155, -4.5686, -0.6356], [6.9086, 6.2138, -1.7403], [-1.4405, -1.4339, 4.6772], [-5.6709, -0.4133, 2.3186], [0.1834, -1.6892, -5.7482], [2.2553, 2.0704, 4.4182], [3.3269, 3.8867, 3.0081], [-3.5244, -5.1536, -5.4264], [0.1582, -2.5804, -3.0892], [-5.6951, -2.3549, 3.2091], [0.7851, 3.5618, 4.0564], [-6.7731, -2.8350, 2.4259], [-2.6053, -0.4708, 2.0456], [5.4156, 5.5042, 2.1371], [2.0880, 0.8489, -4.6937], [0.5919, -1.2076, -3.6501], [7.0410, 6.7706, 1.9189], [4.2254, 5.6239, -0.0038], [-3.5222, -4.6382, -0.5160], [1.0376, -2.4649, -0.1063], [-4.1941, -4.1678, -3.6939], [-1.4425, -3.6518, 1.6219], [0.0250, -1.8267, -0.6982], [-1.2118, -3.6716, -1.3420], [0.6444, 4.4603, 1.3224], [-5.7529, -5.1885, 1.0722], [1.3318, 4.4589, 4.3581], [0.0444, 3.8456, 3.3091], [-0.7606, -2.4439, -1.8845], [-2.7174, -0.5328, 3.1309], [0.9785, -1.2658, -5.1324], [-4.4352, -1.4803, 1.6578], [-7.2753, -3.5470, 0.6136], [-4.8375, -4.0926, -0.3599], [5.8742, 6.7911, 0.0645], [2.2147, -4.1776, 0.3313], [0.6065, 1.7402, 2.0459], [2.1606, 5.3088, 1.7645], [-2.6527, -2.2337, -3.7507], [-2.4238, -3.4104, -0.5590], [-0.1180, -0.4072, -3.4361], [-1.8215, -1.6456, 3.6783], [-2.2465, -3.0294, 0.9668], [6.1200, 7.8258, -0.1947], [-3.4185, -5.2506, -1.4183], [-3.3428, -5.3177, 0.3322], [-2.0799, -4.3969, -3.5650], [6.0411, 3.8139, 1.1224], [-0.9494, -1.7358, 3.0243], [3.5673, 2.2299, 2.4695], [-3.0786, -2.3901, -1.4305], [1.2155, 0.1707, -5.6110], [-5.0320, -3.1776, 3.5018], [1.8233, 1.7678, -4.6351], [1.7079, 0.2052, -6.5875], [5.9125, 3.6728, 2.8722], [-4.1599, -3.3652, -5.6196], [-2.3305, 0.4096, 3.5333], [0.2348, 3.1986, 4.9250], [5.9972, 6.6702, 1.5916], [1.0926, -3.0751, -2.8335], [-4.0684, -0.6345, 3.5560], [0.2672, 0.7162, -5.5995], [-2.6697, 0.2847, -2.2629], [-2.3422, -2.6043, 3.6540], [4.5102, 6.5184, -0.3977]],
  "lowdin_charge": [0.12, -0.43, 0.61, 0.09, 0.64, 0.07, -0.13, 0.08, -0.11, -0.20, 0.12, 0.12, 0.07, 0.09, -0.07, 0.11, -0.18, -0.10, 0.06, 0.66, 0.10, 0.03, -0.21, -0.31, -0.21, -0.68, -0.19, 0.07, 0.13, 0.08, -0.07, 0.12, 0.10, 0.08, 0.07, 0.07, 0.13, 0.11, 0.13, 0.11, 0.10, -0.11, -0.20, -0.07, -0.13, 0.08, -0.20, -0.08, -0.19, 0.12, 0.06, -0.08, -0.71, -0.03, -0.80, -0.55, 0.04, 0.08, 0.13, 0.07, 0.06, -0.39, -0.26, -0.17, 0.11, 0.13, -0.14, -0.43, 0.06, 0.05, 0.09, -0.17, -0.83, 0.06, -0.09, 0.23, 0.13, 0.10, 0.10, 0.14, 0.08, 0.04, 0.12, -0.05, -0.26, 0.12, 0.08, 0.11, 0.08, 0.11, 0.11, 0.07, -0.21, 0.10, -0.14, 0.12, 0.83, 0.05, 0.05]
}


{
  "formula": "C7H17BI2NO2S4Tl",
  "method": "the ωB97M-V functional and the def2-TZVPD basis",
  "e_lumo_ev": -0.38,
  "de_lowest_kcal_mol": 32.26,
  "orbital_gap_ev": 7.130,
  "species": ["H", "C", "H", "H", "C", "H", "H", "N", "H", "B", "C", "I", "I", "H", "S", "H", "C", "H", "H", "C", "S", "H", "O", "H", "S", "H", "S", "C", "C", "H", "H", "O", "H", "Tl", "H"],
  "positions_angstrom": [[-2.7176, 0.7248, -2.1133], [4.1903, -0.5731, 2.2202], [-0.2916, -3.2428, 1.5826], [-1.8209, 3.2612, -1.7042], [-2.3240, 0.7387, 1.3097], [-1.0182, -3.0624, 0.1211], [-0.9619, 1.9661, -2.5579], [-0.1479, -3.3067, 0.5805], [0.0737, -4.2663, 0.3381], [0.1908, -0.1730, -0.5368], [-0.9172, 2.6512, -1.7123], [2.4318, -1.6675, 2.6911], [3.8449, 1.1652, 1.0767], [4.8349, -1.2357, 1.6566], [0.8970, -3.6101, -2.5235], [-2.9835, -0.1221, 1.4208], [-3.0261, 0.8417, -1.0767], [-1.4649, 3.4471, 0.9382], [4.6328, -0.2752, 3.1610], [-0.7434, 1.9052, -0.3993], [2.5261, -4.8735, -2.4085], [-1.4923, 0.6192, 2.0035], [-1.1328, -0.4554, -0.3764], [-0.0594, 3.3073, -1.8569], [3.8967, -2.6277, -0.6191], [-3.5694, 1.7824, -0.9749], [4.0613, -3.5447, -2.4582], [-0.5472, 2.8918, 0.7389], [-1.8400, 0.7989, -0.1308], [0.2306, 3.6031, 0.4622], [-2.8820, 1.6355, 1.5794], [0.4960, 1.1442, -0.5183], [-0.2323, 2.3895, 1.6516], [1.5727, -1.8634, -0.7326], [-3.7070, 0.0265, -0.8325]],
  "lowdin_charge": [0.09, -1.17, 0.03, 0.10, -0.01, 0.03, 0.10, -0.01, 0.03, -0.80, -0.01, 0.78, 0.78, -0.07, -0.05, 0.10, -0.01, 0.10, -0.04, -0.44, -0.10, 0.09, 0.05, 0.10, -0.06, 0.10, -0.08, -0.01, -0.44, 0.10, 0.10, 0.05, 0.09, 0.40, 0.10]
}


{
  "formula": "C29H39CdIOS5Si2Te2",
  "method": "the ωB97M-V functional and the def2-TZVPD basis",
  "e_lumo_ev": 3.74,
  "de_lowest_kcal_mol": 0.00,
  "orbital_gap_ev": 5.530,
  "charge": -2,
  "species": ["C", "C", "C", "H", "C", "H", "C", "H", "Si", "H", "H", "H", "H", "C", "H", "C", "C", "H", "C", "H", "H", "O", "H", "H", "H", "C", "C", "I", "C", "H", "H", "H", "Cd", "H", "C", "H", "Te", "H", "C", "C", "H", "C", "H", "C", "C", "H", "H", "H", "S", "H", "C", "H", "H", "S", "Si", "Te", "H", "S", "H", "H", "H", "C", "H", "S", "H", "C", "C", "H", "H", "C", "H", "S", "C", "H", "H", "C", "C", "C", "C", "C"],
  "positions_angstrom": [[-4.2661, 0.4648, 1.2891], [0.9798, 4.0757, 0.8993], [2.0781, -0.5335, 4.7140], [6.0656, -0.0771, -0.8743], [-5.1606, -0.2595, 2.1173], [-2.9962, 0.2530, -2.6388], [-3.4075, 0.4716, -4.7556], [4.9556, -3.8574, 1.9424], [0.8308, -1.6896, 3.9433], [6.6867, -1.7107, -1.1942], [-5.4125, 1.7060, -7.8338], [5.0088, -1.2863, -1.5988], [-4.3748, -1.4098, -5.0777], [-3.1168, -0.1614, 0.7086], [6.4071, -1.5097, 3.0691], [-3.0374, -1.5758, 0.9356], [0.2643, -2.9134, 5.2485], [2.3158, 0.2765, 4.0174], [-4.5280, 1.8317, 1.0303], [-5.9986, 0.2745, 2.5537], [3.6846, -0.6570, 2.4310], [2.0678, 3.9573, 0.1086], [-5.6788, -0.6255, -7.0319], [-0.1641, -2.3901, 6.1095], [-5.6688, -2.1345, 2.9934], [-3.9944, 2.2236, -6.3029], [-4.2810, -0.3843, -5.4170], [-1.6283, -2.7584, -0.0512], [-3.2714, 1.7962, -5.1944], [-3.8772, 3.5933, 0.0345], [-3.8701, 3.2428, -6.6550], [2.6460, -2.9755, 2.8677], [-0.0364, 0.3605, -0.5928], [3.0393, 5.7686, 0.4222], [-2.5381, 0.0414, -3.6065], [-1.4205, -1.3382, 2.9819], [-0.7698, 1.2450, -3.7079], [-0.5079, -3.5704, 4.8349], [-2.5170, 1.9374, -0.2669], [-3.9136, -2.2625, 1.7291], [1.0876, -3.5411, 5.6054], [2.6947, 5.1271, -0.3892], [-0.3679, 0.0522, 2.6667], [-2.1754, 0.6216, -0.0434], [5.8118, -1.1408, -0.8640], [3.7514, 0.2457, 0.9125], [-1.0591, -0.1770, 4.2696], [7.5926, -1.7205, 1.7669], [0.4339, -1.3723, -2.7533], [5.9976, -4.0049, 0.5151], [6.6611, -1.2147, 2.0459], [6.8502, -0.1365, 2.0421], [2.0153, 5.7062, -1.0148], [0.3105, 2.5735, 1.3257], [5.2977, -1.6630, 0.8352], [1.9145, -1.6349, 0.6914], [-5.4030, 2.2883, 1.4812], [0.3508, 5.5970, 1.2595], [-1.8718, 3.4470, -5.0634], [-3.7958, -3.3291, 1.8634], [-2.7525, 3.1017, -3.5631], [-0.6364, -0.7045, 3.4079], [-1.8359, 2.5758, -0.8185], [3.1823, -1.2855, -3.9458], [1.0674, -3.5702, 2.3518], [-4.8633, 1.3615, -6.9649], [-2.2883, 2.6522, -4.4448], [4.2437, -3.8426, 0.3215], [-2.2655, -1.0107, -3.6471], [2.0513, -0.7220, -2.8444], [3.0082, -1.0429, 4.9865], [2.3909, 0.5653, -1.7238], [5.1025, -3.5163, 0.9127], [1.6591, -0.0757, 5.6152], [3.5345, 4.7592, -0.9757], [-3.6877, 2.5456, 0.2378], [1.6379, -2.6643, 2.5741], [-5.0111, 0.0552, -6.5174], [3.7563, -0.7578, 1.3472], [-4.9843, -1.5867, 2.3564]],
  "lowdin_charge": [-0.18, -1.38, -0.19, 0.04, -0.06, 0.05, -0.29, 0.02, 0.36, 0.03, 0.09, -0.01, 0.11, -0.26, 0.02, -0.67, -0.20, 0.03, -0.06, 0.10, -0.01, -0.28, 0.09, 0.02, 0.09, -0.06, -0.05, 0.90, -0.31, 0.10, 0.10, -0.01, 0.99, 0.06, -0.44, 0.01, 1.16, 0.03, -0.24, -0.21, 0.02, -0.16, -0.02, -0.27, -0.18, 0.00, 0.04, 0.02, 0.11, 0.02, -0.20, 0.03, 0.06, 0.46, 0.35, 1.05, 0.10, 0.45, 0.04, 0.07, 0.05, -0.18, 0.05, 0.34, -0.01, -0.12, -0.43, 0.01, 0.03, -1.91, 0.03, 0.21, -0.20, 0.03, 0.08, -0.08, -0.60, -0.11, -0.58, -0.11]
}


{
  "formula": "C36H38N8P2S7W",
  "method": "the ωB97M-V functional and the def2-TZVPD basis",
  "e_lumo_ev": -6.29,
  "orbital_gap_ev": 5.678,
  "charge": 2,
  "species": ["H", "S", "W", "H", "C", "H", "C", "H", "C", "H", "C", "C", "N", "C", "N", "H", "N", "C", "C", "S", "P", "H", "C", "S", "C", "H", "N", "S", "H", "H", "H", "C", "H", "H", "H", "H", "N", "H", "H", "C", "H", "C", "H", "S", "H", "H", "H", "C", "H", "C", "H", "N", "H", "H", "C", "H", "H", "C", "C", "H", "H", "C", "C", "C", "H", "H", "P", "H", "S", "C", "C", "C", "C", "C", "C", "H", "C", "H", "H", "N", "C", "C", "C", "C", "C", "H", "S", "C", "H", "C", "C", "N"],
  "positions_angstrom": [[1.6498, 3.3112, -3.6884], [3.9561, -6.6208, 1.4538], [0.2546, -0.0488, -0.1832], [-2.3921, 2.2727, 2.8128], [-4.4486, -0.1031, -2.7205], [-3.3825, 1.5747, -3.4917], [3.4904, -0.2752, -0.6281], [-0.9124, 3.1541, 2.4072], [1.8638, -2.3865, 1.0967], [-1.8732, -3.1880, -0.0761], [0.6988, -2.4337, -2.3128], [1.0784, 2.4020, -3.8873], [1.4492, -1.1240, 1.3681], [-5.4143, -0.7229, 1.5798], [2.3285, 0.1905, -1.1151], [2.4016, 6.2838, -1.1849], [3.2255, -6.1638, 0.0958], [1.1175, 1.5139, -2.6888], [1.5678, -2.8923, -0.2360], [-1.7771, -0.8560, -1.4213], [-1.3571, -1.3242, 1.4122], [3.5514, -3.1110, 3.9426], [1.2170, 4.5236, 1.8175], [1.9890, 4.2456, 5.9587], [-5.5167, 0.5710, 1.0920], [-4.4681, -0.4886, -1.7001], [0.0737, 1.0800, -2.0599], [0.8331, 5.4375, 0.3622], [-2.3055, -3.5370, 1.6091], [-5.3025, -1.8688, -3.6038], [-3.5370, -1.8595, -3.6052], [3.5956, 1.3707, -2.7754], [3.4472, -0.8938, 0.2514], [-5.3437, 0.5035, -2.8535], [2.9405, 4.7016, -0.5623], [2.8049, -0.7557, 4.4134], [-1.1352, 1.4387, -2.6128], [-6.4898, 1.0302, 0.9798], [-0.8021, -0.5493, 3.6749], [1.4177, 3.1915, 1.9003], [-2.5387, 2.8814, -1.1150], [2.3872, 1.0242, -2.1766], [-4.4313, -0.8518, -4.7534], [1.3729, 5.4461, 3.2937], [-2.5232, 3.7414, 0.4480], [1.4280, 0.4064, 2.7174], [1.5319, 1.9068, -4.7480], [-4.4237, -1.2374, -3.7339], [0.1636, -1.7376, -2.9413], [1.1415, -3.6544, -2.8130], [5.6118, -0.3907, -0.7310], [3.7103, -5.3111, 2.3539], [-6.3053, -1.2733, 1.8496], [-4.1058, -2.3355, 2.0874], [-2.0782, 0.5788, -2.3650], [-1.9200, -1.9173, 3.6549], [3.5949, 2.0362, -3.6251], [1.7492, 4.1303, 4.3614], [1.7904, -0.5901, 2.5385], [-0.6179, -3.6049, 1.1140], [-0.1961, -2.1923, 3.3636], [-4.1668, -1.3197, 1.7171], [2.6109, -3.1297, 2.0102], [2.5065, 5.6637, -0.2963], [2.1394, -5.4968, -2.3190], [3.1303, 6.1815, 0.4280], [-1.5449, 1.5732, 0.6758], [-4.4654, 2.3018, 0.3909], [1.4507, 2.1457, 0.4890], [-1.3901, 2.1784, 2.3959], [2.7511, -4.9457, 0.3081], [-4.3727, 1.2868, 0.7553], [-3.1268, 0.6934, 0.8911], [-3.0265, -0.6133, 1.3616], [2.9602, -2.5471, 3.2326], [-1.0314, 3.5964, -0.4993], [4.7755, 0.8657, -2.2755], [5.7219, 1.1286, -2.7277], [0.9606, -3.8993, -3.8497], [0.8768, -2.0642, -1.0470], [-1.5599, -3.0781, 0.9600], [-1.0220, -1.5013, 3.1960], [2.5522, -1.2585, 3.4903], [1.7924, -4.5311, -1.9754], [3.0294, -4.4572, 1.6048], [0.0584, 2.6714, -4.1298], [1.8834, 2.6212, 3.4883], [-1.9569, 3.0924, -0.2226], [-0.8063, 1.5022, 3.0151], [2.0284, -4.1401, -0.6567], [4.7176, 0.0221, -1.1750], [-3.3121, 0.8088, -2.8375]],
  "lowdin_charge": [0.10, 1.10, 0.98, 0.07, -0.26, 0.16, -0.11, 0.03, -0.19, 0.03, -0.12, 0.00, -0.10, -0.04, -0.09, 0.04, -0.19, -0.28, -0.17, 0.76, 0.80, 0.14, -1.01, 0.64, -0.04, 0.09, -0.15, 0.82, 0.06, 0.08, 0.06, 0.02, 0.10, 0.13, 0.02, 0.13, 0.00, 0.12, 0.05, -1.05, 0.04, -0.26, 0.08, 0.95, 0.07, 0.01, 0.10, -0.08, 0.09, 0.01, 0.12, -0.19, 0.12, 0.11, -0.72, 0.07, 0.12, -1.48, -0.16, 0.05, 0.05, -0.06, -0.07, -0.36, 0.14, 0.05, 0.79, 0.11, 0.67, -0.21, -0.30, -0.06, -0.42, -0.42, 0.06, 0.00, -0.01, 0.13, 0.13, -0.05, -0.22, -0.19, 0.01, 0.05, -0.30, 0.08, 0.90, -0.22, 0.02, -0.06, -0.01, 0.02]
}